Below is a molecular structure, C2H2AgMgO2 in a non-equilibrium geometry, with properties calculated with the ωB97M-V functional and the def2-TZVPD basis.

XYZ file:
```
8
C2H2AgMgO2, DFT the ωB97M-V functional and the def2-TZVPD basis
O 0.634 -1.058 -0.381
C -0.392 -0.590 0.411
C -0.375 0.737 0.690
O 0.681 1.469 0.270
Ag -0.072 -0.767 -2.667
Mg 2.078 0.155 0.113
H -1.293 -1.202 0.495
H -1.260 1.256 1.070
```

As for the total charge: +1. The value obtained for the HOMO energy is -11.16 eV. The value obtained for the largest force on an atom is 1.775 eV/Å.

Below is a molecular structure, C2H2Br2F2O2 in a non-equilibrium geometry, with properties calculated with the ωB97M-V functional and the def2-TZVPD basis.

XYZ file:
```
10
C2H2Br2F2O2, DFT the ωB97M-V functional and the def2-TZVPD basis
C 0.908 0.392 -0.899
C -0.876 -0.328 0.392
O 0.097 -0.407 1.365
O -0.373 0.525 -0.564
F 1.155 0.736 -2.142
F 1.697 1.238 -0.124
Br -1.166 -2.185 -0.156
Br -2.706 0.413 0.705
H 1.311 -0.688 -0.571
H -0.047 0.304 1.995
```

The value obtained for the HOMO energy is -10.62 eV. The value obtained for the largest force on an atom is 5.169 eV/Å.

Below is a molecular structure, C2H2Br3N in a non-equilibrium geometry, with properties calculated with the ωB97M-V functional and the def2-TZVPD basis.

XYZ file:
```
8
C2H2Br3N, DFT the ωB97M-V functional and the def2-TZVPD basis
C -0.985 0.233 -0.206
C 1.036 -0.045 -0.186
N -1.381 -0.366 0.745
Br 1.324 -1.770 0.495
Br 1.515 1.422 1.069
Br 1.769 0.340 -2.000
H -1.047 0.714 -1.222
H -2.232 -0.528 1.304
```

The spin multiplicity is 3. The value obtained for the HOMO energy (spin up / spin down) is -5.23 / -10.41 eV. The value obtained for the largest force on an atom is 6.375 eV/Å.

Below is a single C2H2Br3OP molecule in a non-equilibrium geometry, with properties calculated with the ωB97M-V functional and the def2-TZVPD basis.

XYZ file:
```
9
C2H2Br3OP, DFT the ωB97M-V functional and the def2-TZVPD basis
C -1.577 0.117 -0.387
P 0.015 0.508 -0.289
Br 1.036 0.477 -2.317
Br 0.285 2.521 0.457
C 1.354 -0.438 0.722
O 1.693 -0.043 1.743
Br 1.029 -2.489 0.454
H -1.777 -0.716 -1.060
H -2.057 0.062 0.677
```

As for the SMILES: C=P(Br)(Br)C(=O)Br. The value obtained for the HOMO energy (spin up / spin down) is -9.11 / -9.11 eV. The value obtained for the largest force on an atom is 2.895 eV/Å.

Below is a molecular structure, C2H2Br3P in a non-equilibrium geometry, with properties calculated with the ωB97M-V functional and the def2-TZVPD basis.

XYZ file:
```
8
C2H2Br3P, DFT the ωB97M-V functional and the def2-TZVPD basis
C 1.245 -0.010 -0.029
C -1.070 0.455 -0.127
P 0.017 -0.732 -1.107
Br -1.269 2.164 -0.642
Br -1.570 0.033 1.660
Br -0.818 -2.576 -0.239
H 1.914 0.695 -0.591
H 1.551 -0.029 1.075
```

The value obtained for the HOMO energy (spin up / spin down) is -8.23 / -8.67 eV. The value obtained for the largest force on an atom is 2.953 eV/Å.

Below is a molecular structure, C2H2Br3P in a non-equilibrium geometry, with properties calculated with the ωB97M-V functional and the def2-TZVPD basis.

XYZ file:
```
8
C2H2Br3P, DFT the ωB97M-V functional and the def2-TZVPD basis
C -1.345 0.651 0.059
C -0.361 -0.194 -0.345
P 1.486 -1.105 0.110
Br -0.585 -1.023 -2.085
Br 1.499 -0.890 2.312
Br 2.778 0.579 -0.486
H -2.200 0.820 -0.571
H -1.273 1.163 1.006
```

The value obtained for the HOMO energy is -9.80 eV. The value obtained for the largest force on an atom is 2.991 eV/Å.

Below is a molecular structure, C2H2Br4O in a non-equilibrium geometry, with properties calculated with the ωB97M-V functional and the def2-TZVPD basis.

XYZ file:
```
9
C2H2Br4O, DFT the ωB97M-V functional and the def2-TZVPD basis
C -1.824 0.351 0.696
C 2.086 0.292 -0.895
O -0.621 0.447 0.557
Br -3.071 1.420 -0.274
Br -0.189 -2.828 0.476
Br 2.784 1.308 0.408
Br 1.862 -1.426 -0.755
H -2.390 -0.237 1.367
H 1.364 0.673 -1.579
```

The value obtained for the HOMO energy (spin up / spin down) is -8.66 / -9.55 eV. The value obtained for the largest force on an atom is 3.776 eV/Å.

Below is a molecular structure, C2H2Br6 in a non-equilibrium geometry, with properties calculated with the ωB97M-V functional and the def2-TZVPD basis.

XYZ file:
```
10
C2H2Br6, DFT the ωB97M-V functional and the def2-TZVPD basis
C 3.385 7.334 8.141
Br 2.250 7.150 9.618
Br 4.399 8.911 8.319
Br 2.410 7.268 6.513
H 4.080 6.463 8.147
C 4.122 4.882 4.488
Br 5.971 5.023 4.650
Br 3.643 3.086 4.235
Br 3.393 5.993 3.181
H 3.692 5.139 5.445
```

The value obtained for the HOMO energy is -10.24 eV. The value obtained for the largest force on an atom is 1.652 eV/Å.

Below is a single C2H2BrCl3 molecule in a non-equilibrium geometry, with properties calculated with the ωB97M-V functional and the def2-TZVPD basis.

XYZ file:
```
8
C2H2BrCl3, DFT the ωB97M-V functional and the def2-TZVPD basis
C 2.058 0.503 0.175
C -1.379 -0.489 -0.103
Cl 1.931 1.620 1.484
Cl 0.712 -0.642 0.155
Cl -2.128 -0.850 1.379
Br -1.729 -1.563 -1.637
H 2.230 0.966 -0.877
H -1.694 0.454 -0.577
```

The value obtained for the HOMO energy (spin up / spin down) is -8.63 / -8.03 eV. The value obtained for the largest force on an atom is 2.157 eV/Å.

Below is 2 unconnected molecules or ions with the total composition C2H2BrClO in a non-equilibrium geometry, with properties calculated with the ωB97M-V functional and the def2-TZVPD basis.

XYZ file:
```
7
C2H2BrClO, DFT the ωB97M-V functional and the def2-TZVPD basis
C 1.105 0.636 -0.598
C -0.599 -0.588 0.543
O 2.167 0.416 -0.166
Cl -1.125 -2.104 -0.022
Br -1.826 0.873 0.028
H 0.711 1.253 -1.384
H -0.433 -0.486 1.600
```

The spin multiplicity is 3. The value obtained for the HOMO energy (spin up / spin down) is -6.80 / -10.84 eV. The value obtained for the largest force on an atom is 3.073 eV/Å.

Question: Among the records above, which one has the highest largest force on an atom?
Answer: C2H2Br3N